# 1
DFT (ωB97M-V with the def2-TZVPD basis set) results for 2 unconnected molecules or ions with the total composition C5H10N3 at a distorted geometry.

Positions of all 18 atoms, in Å:
C1 2.72 -0.74 0.09
C2 1.38 -1.14 0.03
C3 -1.31 1.38 0.19
C4 -1.52 -1.14 0.30
C5 -0.76 0.06 -0.22
N1 2.76 0.62 -0.11
N2 1.52 1.00 -0.24
N3 0.59 -0.05 -0.18
H1 3.53 -1.45 0.23
H2 0.92 -2.01 0.27
H3 -1.43 1.31 1.29
H4 -2.33 1.68 -0.13
H5 -0.80 2.40 -0.11
H6 -1.51 -2.03 -0.33
H7 -2.65 -0.91 0.25
H8 -1.05 -1.26 1.34
H9 -1.42 0.25 -2.24
H10 1.36 2.03 -0.42

Properties
multiplicity = 1
E = -360.32240 Ha
total charge = +1
LUMO energy (alpha / beta) = -5.20 / -5.63 eV
Kohn-Sham gap (alpha / beta) = 7.72 / 8.66 eV
HOMO level (alpha / beta) = -12.914 / -14.288 eV

These are the Löwdin partial charges, in e, on atoms 1 to 5: atom 1 (C): -0.010, atom 2 (C): 0.034, atom 3 (C): -0.100, atom 4 (C): -0.055, atom 5 (C): -0.399

# 2
DFT (ωB97M-V with the def2-TZVPD basis set) results for 2 unconnected molecules or ions with the total composition C5H10N3 at a distorted geometry.

Positions of all 18 atoms, in Å:
C1 2.69 0.03 0.51
C2 1.67 -0.92 0.64
C3 2.26 0.88 -0.52
C4 -1.90 0.81 0.71
C5 -2.46 -0.16 -0.19
N1 0.73 -0.75 -0.27
N2 1.11 0.37 -0.90
N3 -1.72 -1.00 -0.80
H1 3.64 0.10 1.11
H2 1.83 -1.84 1.31
H3 2.77 1.73 -0.98
H4 -1.39 1.50 0.17
H5 -2.53 1.29 1.37
H6 -1.09 0.36 1.33
H7 -3.50 -0.17 -0.19
H8 -0.69 -1.11 -0.43
H9 0.69 0.77 -1.76
H10 -2.11 -1.87 -1.12

Properties
multiplicity = 1
E = -360.48965 Ha
total charge = +1
LUMO energy = -4.28 eV
Kohn-Sham gap = 9.10 eV
HOMO level = -13.384 eV

These are the Löwdin partial charges, in e, on atoms 1 to 5: atom 1 (C): -0.047, atom 2 (C): -0.133, atom 3 (C): -0.079, atom 4 (C): -0.017, atom 5 (C): -0.079

In the order shown, the computed relative energy (zero: lowest compared OMol25 entry of this formula, charge and spin) values come out to 158.6; 53.6 kcal per mole.